ORCA calculation (the ωB97M-V functional and the def2-TZVPD basis) on a molecular structure, C30H19Cl5GeN2OPd.

Values from the calculation:
total charge = +1
spin multiplicity = 4
HOMO-LUMO gap (spin up / spin down) = 6.93 / 5.39 eV

Last column: Mulliken charge in e.
Cartesian coordinates (Å):
Pd 0.271 0.773 0.912  0.267
Cl 0.636 5.894 5.620  -0.106
C 0.272 4.998 4.243  0.691
C 0.114 3.584 4.361  -0.283
Cl 0.273 2.829 5.883  -0.137
C -0.162 2.855 3.248  0.547
Cl -0.377 1.139 3.326  -0.097
C -0.316 3.477 1.947  0.086
O -0.557 2.812 0.929  -0.773
C -0.180 4.922 1.873  0.559
Cl -0.385 5.636 0.354  -0.091
C 0.126 5.652 2.994  -0.087
Cl 0.338 7.341 2.896  -0.135
C 3.724 3.930 -0.230  -0.606
C 4.325 3.035 0.652  -0.675
C 3.823 1.749 0.799  -0.472
C 2.713 1.330 0.057  0.164
C 2.129 2.241 -0.840  -0.127
C 2.627 3.531 -0.982  -0.732
Ge 2.078 -0.574 0.036  0.766
C 2.922 -1.468 1.557  0.229
C 3.581 -2.689 1.399  -0.253
C 4.243 -3.276 2.472  -0.696
C 4.249 -2.654 3.713  -0.430
C 3.588 -1.445 3.886  -0.834
C 2.923 -0.861 2.816  0.023
C 2.736 -1.339 -1.619  0.195
C 3.681 -0.651 -2.381  -0.017
C 4.234 -1.248 -3.509  -0.701
C 3.843 -2.525 -3.888  -0.472
C 2.893 -3.212 -3.144  -0.600
C 2.339 -2.620 -2.016  -0.381
H 4.123 4.930 -0.343  0.420
H 5.200 3.337 1.216  0.444
H 4.311 1.062 1.480  0.490
H 1.305 1.933 -1.471  0.410
H 2.168 4.217 -1.687  0.496
H 3.591 -3.178 0.431  0.373
H 4.760 -4.219 2.336  0.395
H 4.770 -3.111 4.545  0.383
H 3.594 -0.958 4.854  0.411
H 2.419 0.085 2.962  0.301
H 3.993 0.346 -2.095  0.335
H 4.974 -0.712 -4.092  0.396
H 4.281 -2.986 -4.766  0.389
H 2.582 -4.206 -3.444  0.402
H 1.594 -3.163 -1.442  0.430
N -6.769 -0.030 -1.203  -0.385
C -5.658 -0.158 -0.940  -0.199
C -4.259 -0.307 -0.606  0.762
C -3.884 -0.774 0.647  -0.598
C -2.535 -0.874 0.928  -0.430
N -1.581 -0.545 0.053  -0.157
C -1.956 -0.123 -1.157  -0.097
C -3.279 0.015 -1.532  -0.695
H -4.628 -1.054 1.381  0.477
H -2.200 -1.247 1.887  0.481
H -1.158 0.099 -1.854  0.479
H -3.542 0.362 -2.521  0.466

---

ORCA calculation (the ωB97M-V functional and the def2-TZVPD basis) on a molecular structure, C30H21AsCl5I2MgNOS2.

Values from the calculation:
spin multiplicity = 1
HOMO-LUMO gap = 7.18 eV

Last column: Mulliken charge in e.
Cartesian coordinates (Å):
Mg -0.926 -0.198 0.153  1.010
I -0.548 3.514 1.811  0.088
C -0.130 4.253 -0.151  -0.936
I -0.804 3.017 -1.757  0.142
H 0.944 4.356 -0.244  0.378
H -0.623 5.211 -0.242  0.536
Cl -6.000 2.389 4.789  -0.198
C -4.936 1.976 3.500  0.320
C -3.906 1.059 3.700  -0.027
Cl -3.687 0.333 5.241  -0.194
C -3.053 0.735 2.658  0.871
Cl -1.745 -0.357 2.867  -0.220
C -3.188 1.280 1.363  -1.294
O -2.388 0.954 0.399  0.204
C -4.230 2.218 1.203  0.685
Cl -4.408 2.978 -0.339  -0.147
C -5.082 2.564 2.245  0.170
Cl -6.318 3.732 1.993  -0.190
S -0.586 -2.508 0.652  -0.443
C 1.040 -2.941 0.160  0.887
C 1.408 -4.280 0.371  -0.849
C 2.669 -4.744 0.060  -0.517
C 3.616 -3.880 -0.480  -0.912
C 3.270 -2.561 -0.698  -0.043
C 1.998 -2.074 -0.390  -0.479
As 1.614 -0.195 -0.714  -0.191
C 2.837 0.125 -2.205  -0.150
C 2.419 -0.340 -3.450  -0.396
C 3.224 -0.177 -4.565  -0.685
C 4.448 0.467 -4.449  -0.445
C 4.869 0.928 -3.211  -0.777
C 4.068 0.758 -2.091  0.094
C 2.583 0.607 0.774  0.513
C 2.923 1.959 0.713  -0.591
C 3.506 2.591 1.798  -0.872
C 3.738 1.881 2.968  -0.505
C 3.383 0.543 3.046  -0.696
C 2.812 -0.093 1.953  -0.448
H 0.668 -4.944 0.798  0.447
H 2.922 -5.781 0.245  0.362
H 4.609 -4.231 -0.728  0.404
H 4.005 -1.884 -1.117  0.416
H 1.461 -0.842 -3.537  0.408
H 2.896 -0.549 -5.527  0.405
H 5.074 0.605 -5.321  0.373
H 5.829 1.420 -3.114  0.409
H 4.422 1.098 -1.127  0.486
H 2.737 2.510 -0.204  0.814
H 3.762 3.642 1.741  0.402
H 4.189 2.373 3.820  0.404
H 3.553 -0.012 3.960  0.424
H 2.539 -1.141 2.013  0.391
S -1.912 -0.728 -2.402  -0.309
C -3.315 -1.218 -1.605  0.151
N -4.325 -0.327 -1.417  0.053
C -5.472 -0.599 -0.758  -0.296
C -5.694 -1.841 -0.254  -0.649
C -4.697 -2.820 -0.434  -0.242
C -3.539 -2.521 -1.097  -0.628
H -4.131 0.621 -1.713  0.262
H -6.177 0.215 -0.663  0.413
H -6.607 -2.063 0.277  0.435
H -4.853 -3.816 -0.040  0.418
H -2.753 -3.248 -1.229  0.556

---

ORCA calculation (the ωB97M-V functional and the def2-TZVPD basis) on a molecular structure, C30H21Cl2N6O4SY.

Values from the calculation:
ΔE to the lowest compared entry with this formula, charge and spin = 5.2 kJ/mol
spin multiplicity = 1
HOMO-LUMO gap = 7.09 eV

Last column: Mulliken charge in e.
Cartesian coordinates (Å):
Y -0.403 -0.587 1.053  1.223
Cl -1.615 -6.330 -2.863  -0.224
C -1.363 -5.327 -1.472  -0.016
C -1.574 -3.961 -1.593  -0.481
C -1.382 -3.122 -0.506  -0.106
N -1.567 -1.715 -0.536  0.162
C -2.394 -1.130 -1.423  0.231
O -2.981 -1.612 -2.385  -0.748
C -2.623 0.349 -1.138  0.454
C -3.445 1.076 -1.982  -0.866
C -3.676 2.411 -1.705  -0.281
C -3.072 2.983 -0.595  -0.929
C -2.257 2.195 0.194  0.005
N -2.037 0.900 -0.066  -0.018
C -0.963 -3.664 0.733  0.012
C -0.764 -5.034 0.836  -0.721
C -0.964 -5.860 -0.261  0.089
Cl -0.696 -7.562 -0.071  -0.221
N -0.744 -2.732 1.773  0.059
C -0.661 -3.105 3.060  0.154
O -0.748 -4.217 3.566  -0.764
C -0.442 -1.928 4.006  0.440
C -0.330 -2.161 5.367  -0.761
C -0.119 -1.088 6.214  -0.231
C -0.018 0.191 5.682  -0.905
C -0.139 0.346 4.316  0.084
N -0.356 -0.691 3.497  -0.240
H -1.902 -3.557 -2.537  0.565
H -3.883 0.563 -2.825  0.512
H -4.318 3.002 -2.346  0.443
H -3.222 4.023 -0.342  0.414
H -1.742 2.603 1.054  0.524
H -0.459 -5.465 1.774  0.588
H -0.409 -3.181 5.714  0.491
H -0.027 -1.243 7.281  0.435
H 0.157 1.052 6.311  0.422
H -0.054 1.319 3.843  0.440
C 1.710 1.238 -5.955  -1.498
C 1.862 0.963 -4.485  0.923
C 0.870 0.267 -3.793  -0.943
C 1.009 -0.022 -2.449  -0.428
C 2.156 0.394 -1.780  -0.206
C 3.161 1.073 -2.448  -0.469
C 3.003 1.357 -3.797  -0.815
S 2.310 0.082 -0.052  1.415
O 3.689 0.220 0.304  -0.707
O 1.648 -1.221 0.180  -0.638
N 1.287 1.024 0.728  -0.010
C 1.477 2.365 1.015  0.550
C 2.533 3.151 0.538  -0.733
C 2.581 4.480 0.900  -0.556
C 1.593 5.008 1.724  -0.740
C 0.598 4.153 2.153  -0.293
N 0.527 2.865 1.816  0.005
H 0.678 1.482 -6.205  0.374
H 1.989 0.357 -6.537  0.310
H 2.348 2.062 -6.272  0.370
H -0.019 -0.064 -4.317  0.482
H 0.243 -0.596 -1.940  0.942
H 4.062 1.355 -1.920  0.529
H 3.788 1.888 -4.323  0.380
H 3.300 2.713 -0.082  0.307
H 3.388 5.106 0.542  0.419
H 1.599 6.044 2.029  0.396
H -0.194 4.514 2.802  0.399

---

Q: Number 3 is which compound?
A: C30H21Cl2N6O4SY

---

Q: Look up the spin multiplicity of the third one.
A: 1

---

Q: spin multiplicity of number 1 (C30H19Cl5GeN2OPd)?
A: 4